Density functional theory data (ωB97M-V with the def2-TZVPD basis set) for C22H19ClN2O5 in the gas phase at a distorted geometry.

Last column: Mulliken charge in e.
Cartesian coordinates (Å):
O1 0.814 -0.216 -2.574  -0.53
C1 1.266 0.853 -2.280  0.60
O2 2.500 1.127 -1.847  -0.49
C2 0.419 2.101 -2.159  -0.85
C3 -0.903 2.060 -2.847  0.84
C4 -1.114 2.766 -4.070  -0.94
C5 -2.284 2.653 -4.825  -0.50
C6 -3.424 2.028 -4.257  -0.64
C7 -3.271 1.438 -3.016  -0.26
C8 -2.101 1.432 -2.258  0.35
N1 -2.029 0.977 -0.919  0.07
C9 -2.642 -0.043 -0.345  0.53
O3 -3.550 -0.654 -0.922  -0.70
C10 -2.023 -0.618 0.949  -0.97
C11 -0.525 -1.026 0.696  2.74
C12 -0.408 -2.562 0.431  -1.72
C13 1.158 -2.951 0.127  -0.63
C14 1.994 -2.624 1.396  0.26
C15 3.092 -3.285 1.969  -0.82
C16 3.784 -2.792 3.049  0.11
Cl1 5.259 -3.628 3.684  -0.22
C17 3.444 -1.554 3.588  -0.81
C18 2.285 -0.952 3.204  -0.73
N2 1.629 0.196 3.594  -0.03
C19 0.505 0.438 2.673  -0.04
C20 -0.302 1.653 2.857  -0.09
O4 -0.945 2.178 1.941  -0.59
O5 -0.349 2.172 4.143  -0.50
C21 0.382 -0.607 1.812  0.90
C22 1.539 -1.462 2.197  0.62
H1 2.983 0.377 -1.581  0.36
H2 0.286 2.374 -1.075  0.29
H3 1.032 2.930 -2.644  0.41
H4 -0.398 3.467 -4.413  0.37
H5 -2.237 3.060 -5.808  0.40
H6 -4.445 2.123 -4.710  0.32
H7 -4.192 1.043 -2.482  0.26
H8 -1.387 1.506 -0.367  0.11
H9 -2.786 -1.426 1.129  0.33
H10 -2.111 0.062 1.866  0.36
H11 -0.260 -0.512 -0.172  -1.25
H12 -0.787 -3.121 1.241  0.57
H13 -1.009 -2.860 -0.390  0.56
H14 1.512 -2.208 -0.640  0.23
H15 1.357 -4.013 -0.307  0.39
H16 3.416 -4.176 1.481  0.49
H17 3.963 -1.233 4.503  0.31
H18 1.987 0.747 4.339  0.17
H19 -1.125 2.765 4.040  0.37

Values from the calculation:
**E**: -1795.6747 Eh
**Structure (SMILES)**: O=C(O)Cc1ccccc1NC(=O)C[C@@H]1CCc2cc(Cl)cc3[nH]c(C(=O)O)c1c23
**Orbital gap**: 8.24 eV



Density functional theory data (ωB97M-V with the def2-TZVPD basis set) for C5H7NO in the gas phase at a distorted geometry.

Last column: Mulliken charge in e.
Cartesian coordinates (Å):
C1 0.592 -2.198 0.033  -0.82
C2 0.854 -0.918 0.110  0.27
C3 1.446 0.256 -0.057  -0.28
C4 0.564 1.383 -0.364  -0.49
C5 -0.989 0.605 -0.435  0.35
N1 -1.704 0.695 0.731  -0.42
O1 -1.520 0.375 -1.504  -0.58
H1 1.359 -2.919 -0.229  0.26
H2 -0.405 -2.577 0.234  0.26
H3 2.526 0.371 -0.017  0.36
H4 0.814 1.925 -1.280  0.33
H5 0.361 2.028 0.489  0.29
H6 -2.673 0.410 0.679  0.24
H7 -1.226 0.565 1.610  0.25

Values from the calculation:
**ΔE to the lowest compared entry with this formula, charge and spin**: 3.950 eV
**E**: -324.5793 Eh
**Structure (SMILES)**: C=C=CCC(N)=O
**Orbital gap**: 7.74 eV



Density functional theory data (ωB97M-V with the def2-TZVPD basis set) for C12H26F8MnN3O7S2 as an isolated structure at a distorted geometry.

Last column: Mulliken charge in e.
Cartesian coordinates (Å):
Mn1 -0.486 -0.786 0.040  0.89
F1 -1.173 -1.379 -1.777  -0.85
F2 -1.394 1.035 -0.426  -0.90
C1 0.182 3.114 1.278  0.58
F3 0.742 3.002 0.089  -0.16
F4 0.843 3.955 2.052  -0.22
F5 -1.038 3.557 1.060  -0.21
S1 0.119 1.449 2.268  1.17
O1 0.881 1.603 3.489  -0.66
O2 -1.287 1.172 2.468  -0.66
N1 0.789 0.222 1.238  0.17
S2 2.381 0.466 1.175  0.66
O3 2.900 -0.182 -0.021  -0.64
O4 2.873 1.807 1.374  -0.57
C2 3.239 -0.603 2.482  0.52
F6 3.055 -1.892 2.146  -0.22
F7 4.534 -0.344 2.500  -0.22
F8 2.744 -0.477 3.715  -0.23
C3 1.843 -2.967 -0.708  -0.98
O5 0.739 -2.534 0.051  0.25
C4 0.190 -3.471 0.974  -0.75
C5 -1.294 -3.234 1.267  -0.68
N2 -1.666 -1.856 1.659  0.24
C6 -3.044 -1.822 2.210  -1.04
C7 -3.113 -2.396 3.641  -0.43
O6 -1.890 -2.058 4.347  -0.48
C8 -1.963 -0.772 4.988  -0.67
H1 2.124 -2.250 -1.470  0.20
H2 1.570 -3.886 -1.245  0.37
H3 2.700 -3.274 -0.104  0.32
H4 0.829 -3.423 1.867  0.34
H5 0.369 -4.473 0.570  0.50
H6 -1.543 -4.012 1.999  0.36
H7 -1.798 -3.576 0.359  0.41
H8 -1.229 -1.794 2.591  0.08
H9 -3.736 -2.369 1.564  0.41
H10 -3.384 -0.786 2.160  0.33
H11 -3.073 -3.482 3.668  0.28
H12 -3.926 -1.965 4.224  0.45
H13 -0.928 -0.524 5.214  0.24
H14 -2.483 -0.938 5.939  0.33
H15 -2.481 -0.001 4.424  0.33
C9 1.125 1.031 -2.847  -0.84
C10 0.100 2.009 -3.461  0.43
C11 0.779 2.677 -4.642  -0.88
O7 -0.026 3.757 -5.101  -0.29
C12 0.448 4.412 -6.260  -0.72
N3 -1.128 1.342 -3.877  -0.60
H16 2.106 1.490 -2.708  0.44
H17 1.218 0.253 -3.612  0.50
H18 0.811 0.654 -1.877  -0.37
H19 -0.066 2.770 -2.695  0.25
H20 1.092 1.930 -5.383  0.39
H21 1.707 3.139 -4.269  0.36
H22 1.030 5.300 -5.974  0.24
H23 -0.460 4.800 -6.726  0.24
H24 1.096 3.786 -6.875  0.31
H25 -0.852 0.758 -4.671  0.31
H26 -1.695 2.042 -4.354  0.33

Values from the calculation:
**Charge**: -1
**E**: -3910.1192 Eh
**Spin multiplicity**: 6
**Orbital gap (alpha / beta)**: 7.08 / 8.39 eV



Density functional theory data (ωB97M-V with the def2-TZVPD basis set) for C36H28BiN8O8S as an isolated structure at a distorted geometry.

Last column: Mulliken charge in e.
Cartesian coordinates (Å):
Bi1 -0.113 0.579 -0.283  2.63
C1 -5.131 0.993 1.389  -0.71
O1 -5.188 0.585 0.030  -0.42
C2 -4.351 -0.470 -0.291  -0.07
C3 -4.882 -1.513 -1.033  -0.37
C4 -4.116 -2.634 -1.319  -0.80
C5 -2.867 -2.768 -0.737  -0.74
C6 -2.328 -1.746 0.038  0.63
C7 -1.114 -1.916 0.849  -0.96
N1 -0.098 -2.598 0.425  0.08
N2 0.979 -2.857 1.141  -1.01
C8 1.558 -2.190 2.174  0.37
O2 0.624 -0.002 1.813  -1.16
C9 2.918 -2.132 4.084  0.40
C10 3.981 -2.813 4.693  -0.24
C11 4.636 -2.281 5.787  -0.53
C12 4.262 -1.045 6.300  -0.38
C13 3.227 -0.348 5.694  -0.81
C14 2.557 -0.879 4.604  -0.18
C15 -3.009 -0.506 0.133  0.84
O3 -2.372 0.575 0.609  -1.17
H1 -6.088 1.467 1.610  0.27
H2 -4.317 1.695 1.571  0.14
H3 -4.989 0.135 2.052  0.35
H4 -5.905 -1.431 -1.376  0.45
H5 -4.520 -3.427 -1.935  0.37
H6 -2.300 -3.684 -0.844  0.47
H7 -1.156 -1.486 1.850  0.59
H8 4.265 -3.777 4.294  0.43
H9 5.438 -2.838 6.256  0.35
H10 4.758 -0.637 7.171  0.37
H11 2.934 0.618 6.086  0.36
H12 1.724 -0.339 4.174  0.36
O4 2.373 -1.121 -5.864  -0.57
C16 2.803 -1.986 -4.970  0.33
O5 3.495 -2.934 -5.273  -0.65
C17 2.396 -1.773 -3.556  0.22
C18 2.704 -2.660 -2.541  -0.50
N3 2.161 -2.193 -1.414  -0.31
N4 1.512 -1.052 -1.623  0.64
C19 1.629 -0.765 -2.913  -0.61
C20 0.958 0.464 -3.458  0.68
O6 1.019 0.678 -4.682  -0.92
O7 0.341 1.212 -2.640  -0.60
H13 1.820 -0.380 -5.446  0.47
H14 3.288 -3.563 -2.578  0.52
H15 2.047 -2.654 -0.496  0.14
N5 4.162 1.320 0.001  -0.40
C21 2.938 0.883 0.363  0.65
O8 1.949 1.594 0.008  -0.70
C22 2.859 -0.330 1.118  0.91
C23 1.670 -0.729 1.771  1.58
N6 2.220 -2.798 3.089  -0.67
C24 4.028 -1.114 1.249  -1.26
N7 5.016 -1.706 1.319  -0.73
H16 4.984 0.786 0.228  0.19
H17 4.230 2.136 -0.579  0.26
N8 -0.766 2.751 -0.170  -0.45
S1 -2.324 3.122 0.080  0.41
C25 -3.247 2.973 -1.468  0.65
C26 -2.737 2.257 -2.533  -0.52
C27 -3.503 2.105 -3.681  -0.61
C28 -4.767 2.666 -3.750  -0.55
C29 -5.258 3.409 -2.683  -0.64
C30 -4.500 3.564 -1.537  -0.41
C31 -2.134 4.932 -0.004  0.30
C32 -1.800 5.620 -1.161  -0.22
C33 -1.555 6.983 -1.097  -0.77
C34 -1.640 7.653 0.116  -0.39
C35 -1.978 6.963 1.271  -0.71
C36 -2.224 5.600 1.208  -0.21
H18 -0.343 3.280 -0.927  0.22
H19 -1.742 1.835 -2.494  0.60
H20 -3.097 1.549 -4.516  0.51
H21 -5.370 2.530 -4.638  0.38
H22 -6.237 3.865 -2.745  0.39
H23 -4.875 4.138 -0.699  0.42
H24 -1.718 5.095 -2.105  0.42
H25 -1.269 7.520 -1.992  0.39
H26 -1.433 8.714 0.163  0.38
H27 -2.021 7.478 2.221  0.40
H28 -2.464 5.036 2.102  0.42

Values from the calculation:
**Charge**: -1
**ΔE to the lowest compared entry with this formula, charge and spin**: 0.788 eV
**E**: -3041.4860 Eh
**Orbital gap (alpha / beta)**: 6.22 / 6.22 eV